C63H57N4O2PTl | ωB97M-V/def2-TZVPD

Last column: Mulliken charge in e.
Geometry (Å):
C (-2.5974, 0.4414, -5.3269)  -0.98
H (-2.0443, -3.3272, 3.9880)  0.47
C (-4.4597, -0.7174, 2.5020)  -0.93
C (2.2887, 3.1768, 1.3320)  1.18
C (-2.5287, 2.4954, 3.1101)  -0.60
C (-2.2338, -0.5047, -4.3808)  -0.24
H (3.7965, 3.0681, -5.7019)  0.41
H (3.5434, -0.2469, 2.8445)  0.84
H (2.9412, -4.7398, 1.9570)  0.36
C (-0.6873, -3.7129, -3.4896)  0.27
N (2.3773, -0.1760, -0.2454)  0.58
C (-1.5021, 3.1584, 1.0215)  -0.25
C (4.4878, 0.5761, 0.5241)  -0.77
H (1.4303, 2.9254, 0.7216)  -0.21
H (-3.9249, -5.5766, -4.4841)  0.44
O (0.5966, 1.0796, 1.9019)  -0.22
H (-4.4661, -3.4989, 4.4116)  0.42
H (-3.4695, 0.2876, -5.9490)  0.43
C (-3.9764, 0.8935, 0.0306)  0.30
H (-0.1661, 2.7214, -4.7646)  0.49
H (-3.0072, 1.7377, 3.7193)  0.48
C (-4.9512, -1.7316, 3.2980)  -0.84
N (0.9357, -2.5467, 0.1438)  -0.01
C (3.4767, -4.6699, -0.7417)  -1.67
C (-6.3722, 1.1690, -1.3446)  -0.66
H (-3.7084, -0.9067, -1.1018)  0.17
Tl (-0.0411, -0.0782, 0.1140)  2.30
C (2.7452, 4.3765, -2.7694)  -0.86
H (2.7977, 4.9587, 0.2546)  0.51
C (-1.8300, -3.6215, -2.6898)  0.24
C (1.4567, -3.5641, 0.0403)  -0.55
C (4.0156, 0.5148, -1.8180)  -0.55
C (-0.7257, -4.4703, -4.6450)  -1.19
H (5.8817, 1.1692, -0.9915)  0.45
H (0.8092, 2.9741, 4.1615)  0.44
H (1.0648, -1.0130, -2.2576)  -0.49
H (0.1514, -4.5402, -5.2742)  0.48
C (-0.3382, 0.8503, -3.7188)  -0.26
H (1.3378, -5.4885, 1.8795)  0.39
C (4.1473, 4.6008, 1.8809)  -0.90
C (0.4027, 1.9787, 6.0160)  -0.86
C (1.4455, 0.9325, 4.1034)  -0.19
H (2.0116, -1.1213, 4.3908)  0.51
C (1.8070, 1.0528, 2.6145)  2.69
H (-5.8407, -0.6567, -2.3352)  0.47
H (-2.5744, 3.9945, 4.6396)  0.45
H (-6.0117, -1.7944, 3.5009)  0.47
C (-1.1179, -0.2936, -3.5878)  1.06
C (1.8740, 3.3679, -2.3760)  0.41
H (-1.1832, 2.9027, 0.0143)  0.33
H (1.3093, 3.4486, -1.4575)  0.16
C (-1.8917, -5.1360, -5.0018)  -0.53
H (1.1467, -5.4812, -1.9084)  0.27
C (-2.2771, 3.7591, 3.6259)  -0.86
C (1.2269, -5.8134, -0.8735)  -1.52
H (-1.9186, -5.7203, -5.9118)  0.45
C (-1.7913, -2.7951, -1.5299)  0.08
C (-3.0003, -4.2930, -3.0448)  -0.22
H (-6.6179, 2.9905, -0.2404)  0.45
H (-0.3108, -2.1503, 3.0768)  0.32
C (-4.0794, -2.6825, 3.8156)  -0.80
C (2.6105, 2.3355, 2.3853)  -0.43
C (-3.0876, -0.5971, 2.2557)  0.15
P (-2.4949, 0.6042, 1.0400)  1.91
H (0.2093, -3.1775, -3.2034)  0.69
C (-1.2436, 4.4100, 1.5500)  -0.47
H (0.0937, 0.7283, 7.7340)  0.43
H (2.1053, -1.0538, 2.1629)  0.53
H (-0.7300, 5.1543, 0.9547)  0.49
C (-1.6334, 4.7105, 2.8496)  -0.77
C (2.7461, 0.0441, -1.5155)  -0.50
H (4.7507, 5.4769, 1.6806)  0.42
H (-3.8765, -4.2097, -2.4153)  0.55
H (2.2455, 1.2938, -5.0201)  0.40
H (-7.3160, 1.2669, -1.8645)  0.40
H (-0.4369, -0.5039, 2.7706)  -0.98
C (-2.7244, -2.5879, 3.5801)  -0.74
C (3.4548, 4.2665, -3.9538)  -0.61
H (2.1597, -0.4204, -3.5278)  1.13
O (0.2088, 1.3940, -1.4772)  -0.20
C (4.4629, 3.7684, 2.9472)  -0.91
C (1.0468, -0.3259, 6.1266)  -1.04
H (5.3056, 4.0019, 3.5859)  0.46
H (-2.1236, 2.3495, -6.1814)  0.42
H (-0.0255, 2.8596, 6.4782)  0.45
C (2.7067, -0.1415, 2.1544)  -1.99
H (-0.8587, -1.0235, -2.8341)  -1.42
H (-4.4838, 2.7578, 0.9745)  0.48
C (-3.0229, -5.0514, -4.2013)  -0.72
C (3.2127, 0.0842, 0.7675)  -0.41
C (-5.5481, 0.0813, -1.5994)  -0.64
C (-4.3529, -0.0589, -0.9146)  -0.16
C (-1.8409, 1.5955, -5.4578)  -0.96
C (3.6974, 2.6408, 3.2003)  -0.79
H (-1.4268, 5.6899, 3.2620)  0.37
C (-2.1505, 2.2045, 1.8059)  0.53
H (1.1198, -1.2577, 6.6738)  0.46
H (3.9835, -5.6318, -0.8166)  0.45
C (-5.9845, 2.1328, -0.4254)  -0.79
H (0.2233, -5.8701, -0.4503)  0.37
H (5.1480, 0.8013, 1.3501)  0.62
C (0.8783, 2.0485, 4.7180)  -0.32
C (2.3990, 2.1464, -4.3681)  -0.13
C (1.7076, 2.2385, -3.1605)  -0.52
H (2.7626, -6.3862, 1.3342)  0.42
C (0.4760, 0.7851, 6.7231)  -0.73
C (1.5320, -0.2508, 4.8263)  -0.23
C (2.2996, -5.4006, 1.3736)  -1.71
C (0.7935, 1.0941, -2.7053)  2.51
H (1.6643, -6.8114, -0.8644)  0.47
C (3.0548, 4.3067, 1.0804)  -0.75
C (4.8908, 0.7882, -0.7814)  -1.17
H (4.3018, 0.6893, -2.8452)  0.61
C (2.1170, -4.8653, -0.0557)  1.90
H (2.8692, 5.2552, -2.1487)  0.39
C (-0.7235, 1.8020, -4.6588)  -0.51
C (3.2667, 3.1519, -4.7612)  -1.11
C (-4.7856, 2.0035, 0.2593)  -0.35
N (-1.7373, -2.1073, -0.6080)  -0.38
C (-2.2023, -1.5320, 2.8277)  -0.17
H (4.1452, 5.0451, -4.2510)  0.42
H (3.3522, -4.2648, -1.7466)  0.36
H (4.1075, -3.9869, -0.1721)  0.37
C (1.7044, -0.1800, -2.5693)  -0.70
H (-2.8224, -1.4065, -4.2522)  0.45
H (3.9412, 2.0021, 4.0421)  0.46
H (-5.1409, -0.0047, 2.0560)  0.52
N (-0.8413, -1.4345, 2.6035)  1.12

Kohn-Sham gap = 0.267 Ha
charge = +1
molecular weight = 1137.532 g/mol
HOMO energy = -10.51 eV